A molecular structure, C33H29N6O5RuS. Source: the Open Molecules 2025 dataset; level of theory: ωB97M-V/def2-TZVPD.

The geometry in XYZ format:
```
75
Properties=species:S:1:pos:R:3:forces:R:3
Ru 0.5438 -0.4583 0.8025 -0.05 -0.12 -0.11
O -0.9788 3.1265 4.4911 0.01 0.00 0.00
C -0.8997 3.8470 3.3611 -0.03 -0.01 -0.02
C -1.4027 5.1485 3.3886 0.02 0.00 0.00
C -1.3576 5.9386 2.2579 0.00 0.00 0.01
C -0.8101 5.4533 1.0714 0.00 0.01 -0.02
C -0.3208 4.1639 1.0340 0.01 0.00 0.01
C -0.3601 3.3425 2.1644 0.00 0.03 0.04
C 0.1014 1.9541 2.0489 -0.01 -0.10 -0.10
O 0.4402 1.5291 0.8476 0.02 0.04 0.07
N 0.1198 1.1811 3.0940 -0.01 0.06 0.04
N 0.5201 -0.1020 2.7536 -0.04 0.01 0.01
C 0.5592 -0.9994 3.7096 0.00 -0.01 -0.02
C 0.9656 -2.3345 3.5920 -0.01 0.02 0.00
C 0.9667 -3.1148 4.7796 0.01 -0.02 0.01
C 1.4280 -4.3899 4.8214 -0.01 0.02 0.00
C 1.9437 -4.9705 3.6318 0.00 0.01 0.00
C 1.9163 -4.2464 2.4941 0.00 -0.02 -0.01
N 1.4081 -2.9732 2.4408 0.00 -0.04 0.00
H -0.5892 2.2405 4.3134 0.00 0.01 0.00
H -1.8220 5.5127 4.3168 0.00 0.00 0.00
H -1.7499 6.9468 2.2995 0.00 0.00 0.00
H -0.7673 6.0793 0.1904 0.00 0.00 0.00
H 0.1039 3.7570 0.1263 0.00 0.00 0.00
H 0.2569 -0.6777 4.6998 0.00 0.01 0.00
H 0.5928 -2.6345 5.6732 0.00 0.00 0.00
H 1.4162 -4.9473 5.7469 0.00 0.00 0.00
H 2.3539 -5.9683 3.6126 0.00 0.00 0.00
H 2.2879 -4.6232 1.5517 0.00 0.00 0.00
C -3.9026 2.9688 1.1707 0.02 0.01 0.01
C -3.4108 1.5928 0.7585 -0.04 -0.02 0.00
N -2.5166 1.5912 -0.4123 0.03 -0.01 -0.01
C -2.5650 2.7102 -1.3598 -0.01 0.02 0.00
C -3.6848 2.5325 -2.3736 0.00 -0.01 0.00
C -1.7758 0.5256 -0.7050 -0.03 0.03 0.01
S -1.8278 -0.8907 0.3221 0.00 0.04 0.03
N -1.1029 0.5364 -1.8605 0.04 -0.01 0.00
C 0.0398 -0.0704 -2.0805 -0.06 -0.03 -0.03
O 0.8506 -0.5195 -1.2016 0.03 -0.01 0.05
C 0.4620 -0.2434 -3.4961 0.02 0.01 0.01
C -0.3419 0.2073 -4.5396 0.00 0.01 0.00
C 0.0569 0.0169 -5.8518 0.00 0.00 0.00
C 1.2587 -0.6237 -6.1271 0.00 0.00 0.00
C 2.0609 -1.0734 -5.0880 0.00 0.00 0.00
C 1.6651 -0.8842 -3.7737 0.00 0.00 0.00
H -4.4855 2.8540 2.0844 0.00 0.00 0.00
H -4.5505 3.4287 0.4238 0.01 -0.01 0.00
H -3.0758 3.6463 1.3885 -0.02 0.00 0.00
H -4.2594 0.9338 0.5534 0.00 0.00 0.01
H -2.8618 1.1443 1.5853 0.01 0.00 0.00
H -1.6013 2.7656 -1.8572 -0.01 0.00 0.00
H -2.6907 3.6261 -0.7881 0.01 0.00 -0.01
H -3.5278 1.6219 -2.9518 -0.01 0.00 0.00
H -3.7113 3.3793 -3.0602 0.00 0.00 0.00
H -4.6563 2.4650 -1.8809 0.00 0.00 0.00
H -1.2735 0.7051 -4.3080 0.00 0.00 0.00
H -0.5689 0.3668 -6.6624 0.00 0.00 0.00
H 1.5685 -0.7722 -7.1537 0.00 0.00 0.00
H 2.9958 -1.5768 -5.2984 0.00 0.00 0.00
H 2.2792 -1.2378 -2.9573 0.00 0.00 0.00
O -0.2937 -3.8913 0.3898 0.00 0.01 -0.01
C 0.7787 -3.3881 0.1333 -0.01 0.01 0.03
N 1.4141 -2.4125 1.1398 0.07 0.09 0.05
C 2.8461 -2.1390 0.6718 0.03 -0.01 -0.01
O 3.5792 -1.4671 1.3771 -0.01 -0.03 -0.01
C 2.9329 -2.7777 -0.5826 -0.02 0.01 0.01
C 4.0223 -2.7901 -1.4840 0.02 0.00 0.00
C 3.9048 -3.4987 -2.6447 0.01 0.00 0.01
C 2.7046 -4.2056 -2.9638 0.00 -0.01 -0.01
C 1.6354 -4.1996 -2.1154 -0.01 0.00 0.00
C 1.7357 -3.4861 -0.9011 0.02 0.02 -0.01
H 4.9268 -2.2487 -1.2388 0.00 0.00 0.00
H 4.7317 -3.5283 -3.3428 0.00 0.00 0.00
H 2.6475 -4.7469 -3.8991 0.00 0.00 0.00
H 0.7211 -4.7277 -2.3531 0.00 0.00 0.00
```
Positions in Å, forces in eV/Å.

Results
spin multiplicity = 6
energy above the lowest of the compared OMol25 structures with the same formula, charge and spin = 1.719 eV
largest force on an atom = 0.18 eV/Å
lowest unoccupied orbital energy (alpha / beta) = 0.107 / -1.960 eV
HOMO (alpha / beta) = -5.8 / -8.5 eV
frontier orbital gap (alpha / beta) = 5.9 / 6.6 eV
net charge = 0
<S²> = 8.8018

These are the Löwdin partial charges, in e, on atoms 1 to 8: 1.37, 0.06, -0.27, -0.01, -0.08, -0.09, -0.04, -0.09